Record 1
C24H30BrN5O4 in the gas phase in a non-equilibrium geometry, computed with the ωB97M-V functional and the def2-TZVPD basis.

Geometry as ORCA input:
```
! wB97M-V def2-TZVPD RIJCOSX def2/J DEFGRID3
* xyz 0 1
N -4.7448 -3.4342 -0.5045
C -3.9858 -3.8827 0.5092
O -4.2718 -4.8754 1.1463
C -2.7029 -3.1141 0.8361
C -2.4240 -1.8585 0.0190
N -3.3299 -0.7711 0.3829
C -4.1269 -0.1580 -0.5156
O -4.5021 -0.7028 -1.5356
C -4.4825 1.2779 -0.1407
C -3.1829 2.0152 0.0234
C -2.4575 2.4088 -1.0963
C -1.2054 2.9807 -0.9667
C -0.6668 3.1452 0.2984
Br 1.0715 3.8961 0.4998
C -1.3725 2.7713 1.4287
C -2.6281 2.2105 1.2841
C -1.0305 -1.2906 0.1831
C -0.3092 -1.3649 1.3844
C 0.8886 -0.7223 1.5316
C 1.4686 0.0508 0.5003
N 2.5919 0.7726 0.7033
C 3.6902 0.2833 1.4892
C 4.4106 -0.8370 0.6954
N 3.4243 -1.7909 0.2414
C 3.4168 -2.0871 -1.1770
C 4.5122 -3.0771 -1.5848
C 4.3651 -4.3615 -0.7730
C 4.3887 -4.0329 0.7176
C 3.3056 -2.9958 1.0367
C 0.7242 0.1299 -0.7082
N 1.1799 0.8218 -1.8512
O 0.4969 0.7879 -2.8619
O 2.2507 1.4278 -1.8081
C -0.5003 -0.5365 -0.8352
H -5.5918 -3.9452 -0.6948
H -4.6099 -2.5598 -0.9950
H -2.7575 -2.8742 1.9002
H -1.8800 -3.8202 0.7044
H -2.5879 -2.0651 -1.0441
H -3.0538 -0.2503 1.2028
H -5.0860 1.7000 -0.9438
H -5.0594 1.2837 0.7851
H -2.8712 2.2582 -2.0817
H -0.6510 3.2815 -1.8422
H -0.9445 2.9156 2.4085
H -3.1837 1.9334 2.1697
H -0.7031 -1.9333 2.2126
H 1.4027 -0.7926 2.4751
H 2.8824 1.3022 -0.1182
H 4.3743 1.1104 1.6829
H 3.3354 -0.1065 2.4431
H 4.9069 -0.3798 -0.1635
H 5.1773 -1.2888 1.3343
H 3.5196 -1.1534 -1.7340
H 2.4364 -2.5164 -1.4127
H 5.4925 -2.6331 -1.3949
H 4.4367 -3.2880 -2.6521
H 5.1679 -5.0594 -1.0186
H 3.4147 -4.8393 -1.0229
H 5.3695 -3.6322 0.9856
H 4.2192 -4.9326 1.3107
H 3.3403 -2.7224 2.0935
H 2.3198 -3.4266 0.8307
H -1.0244 -0.4383 -1.7747
*
```

Values from the calculation:
SMILES string = NC(=O)C[C@@H](NC(=O)Cc1ccc(Br)cc1)c1ccc(NCCN2CCCCC2)c([N+](=O)[O-])c1
Gap between HOMO and LUMO = 0.2723 Eh
E_tot = -4081.27657 Ha

Results of the Mulliken charge analysis, in e, for atoms 1 through 5: number 1, N, carries -0.209; number 2, C, carries 0.097; number 3, O, carries -0.670; number 4, C, carries -0.634; number 5, C, carries -0.532

Record 2
2 unconnected molecules or ions with the total composition C3H3O2S in a non-equilibrium geometry, computed with the ωB97M-V functional and the def2-TZVPD basis.

Geometry as ORCA input:
```
! wB97M-V def2-TZVPD RIJCOSX def2/J DEFGRID3
* xyz -1 1
C 0.1620 0.5416 0.2176
C -0.6552 -0.3418 -0.3655
C -2.7700 -2.7209 -1.1807
O -1.6750 -2.9545 -1.4092
O -3.9157 -2.7961 -1.0311
S -2.3246 -0.1101 -0.7550
H 1.0642 0.2117 0.5347
H -0.1112 1.6282 0.4711
H -0.0635 -1.2617 -0.6903
*
```

Values from the calculation:
Gap between HOMO and LUMO = 0.2416 Eh
E_tot = -664.82554 Ha

Results of the Mulliken charge analysis, in e, for atoms 1 through 5: number 1, C, carries -0.742; number 2, C, carries -0.149; number 3, C, carries 0.676; number 4, O, carries -0.408; number 5, O, carries -0.426

Record 3
C4H4N2O in the gas phase in a non-equilibrium geometry, computed with the ωB97M-V functional and the def2-TZVPD basis.

Geometry as ORCA input:
```
! wB97M-V def2-TZVPD RIJCOSX def2/J DEFGRID3
* xyz 0 1
O 2.4862 -0.4315 -0.1537
C 1.3056 0.0132 0.0005
C 0.6957 1.3206 0.2627
N -0.4422 1.5174 -0.3550
N -0.8612 0.2476 -0.7230
C -1.1798 -0.6877 0.5132
C 0.0235 -0.8171 -0.3193
H 1.3625 2.1764 0.3840
H -1.9986 -1.4717 -0.1524
H -1.3883 -0.2494 1.5173
H -0.0032 -1.6178 -0.9743
*
```

Values from the calculation:
SMILES string = O=C1C=NN2C[C@H]12
Gap between HOMO and LUMO = 0.3316 Eh
E_tot = -339.40396 Ha

Results of the Mulliken charge analysis, in e, for atoms 1 through 5: number 1, O, carries -0.563; number 2, C, carries 0.570; number 3, C, carries -0.346; number 4, N, carries -0.393; number 5, N, carries -0.126

Record 4
A molecular structure, C13H27Cl2CrP in a non-equilibrium geometry, computed with the ωB97M-V functional and the def2-TZVPD basis.

Geometry as ORCA input:
```
! wB97M-V def2-TZVPD RIJCOSX def2/J DEFGRID3
* xyz -1 4
Cr 0.7307 0.1326 -0.5656
Cl -0.3772 -1.8509 -0.8337
Cl 0.5349 2.0187 0.6127
C 2.4331 -0.3222 -0.1372
H 3.1400 0.5836 -0.2529
H 2.7942 -1.0041 -0.9996
C -0.9605 1.3443 -1.7752
C 0.2252 1.1044 -2.3039
H -1.1776 2.1986 -1.1220
C 0.5287 -0.0993 -3.1667
H 1.1921 1.5112 -1.8537
C -0.6604 -0.2721 -4.0995
H 1.4600 0.0690 -3.7051
H 0.7249 -1.0608 -2.6289
C -1.9766 -0.4488 -3.3212
H -0.7339 0.6643 -4.6581
H -0.5138 -1.0780 -4.8326
C -2.2037 0.5828 -2.1949
H -2.8096 -0.3586 -4.0312
H -2.0359 -1.4605 -2.9095
H -3.0451 1.2542 -2.4874
H -2.6081 0.0774 -1.2979
C -2.8424 0.4658 2.4365
C -1.4141 0.4761 2.9832
P -0.2543 -0.6031 2.0180
C 1.2883 -0.5958 3.0273
C 1.1251 -0.6615 4.5455
C -0.9939 -2.2777 2.3213
C -1.5048 -2.6213 3.7224
H -2.8709 0.7814 1.3853
H -3.4591 1.1716 3.0115
H -3.3178 -0.5210 2.5226
H -0.9856 1.4847 2.9051
H -1.4124 0.1975 4.0473
H 1.8759 -1.4464 2.6530
H 1.8267 0.3106 2.7146
H 0.9053 -1.6788 4.8868
H 2.0638 -0.3562 5.0232
H 0.3435 0.0103 4.9142
H -1.8124 -2.3553 1.5896
H -0.2309 -3.0011 1.9999
H -2.1918 -1.8649 4.1203
H -2.0596 -3.5688 3.6797
H -0.6879 -2.7652 4.4379
*
```

Values from the calculation:
Gap between HOMO and LUMO (alpha / beta) = 0.2203 / 0.2637 Eh
E_tot = -2817.70690 Ha

Results of the Mulliken charge analysis, in e, for atoms 1 through 5: number 1, Cr, carries -0.024; number 2, Cl, carries -0.573; number 3, Cl, carries -0.511; number 4, C, carries -0.811; number 5, H, carries 0.125

Record 5
A molecular structure, C35H44AsN9O5STi in a non-equilibrium geometry, computed with the ωB97M-V functional and the def2-TZVPD basis.

Geometry as ORCA input:
```
! wB97M-V def2-TZVPD RIJCOSX def2/J DEFGRID3
* xyz 1 2
Ti 0.1018 -0.0179 0.4788
C -3.7782 -0.8240 -0.8899
C -2.6899 -0.0180 -0.2305
O -1.5761 -0.6330 0.0168
C -2.9363 1.2858 0.1368
C -2.0699 1.9877 1.0091
C -2.5991 3.1357 1.8160
N -0.8804 1.4954 1.2760
N -0.4429 1.7105 2.5880
C -0.0619 0.5643 3.0711
O 0.0414 -0.4962 2.3083
C 0.1027 0.4029 4.5296
C 0.4367 1.4705 5.3578
C 0.4918 1.2812 6.7289
C 0.2010 0.0397 7.2759
C -0.1341 -1.0259 6.4527
C -0.1751 -0.8474 5.0803
H -3.7777 -1.8386 -0.4920
H -4.7539 -0.3756 -0.7221
H -3.6018 -0.8812 -1.9676
H -3.8998 1.7194 -0.0863
H -3.4620 3.5871 1.3308
H -2.8903 2.7733 2.8031
H -1.8186 3.8783 1.9748
H 0.6466 2.4356 4.9155
H 0.7546 2.1074 7.3759
H 0.2366 -0.0930 8.3490
H -0.3714 -1.9916 6.8783
H -0.4401 -1.6631 4.4210
S 5.9965 2.1075 -3.6352
N 5.7976 2.1274 -2.0341
C 4.5904 1.6630 -1.7766
C 3.9873 1.5520 -0.4718
C 4.6333 1.9186 0.7008
C 3.9483 1.7823 1.8926
C 2.6503 1.3017 1.8732
N 1.9988 0.9314 0.7692
C 2.6721 1.0469 -0.4131
C 1.9709 0.6331 -1.5954
N 0.7256 0.1321 -1.4190
C 0.0229 -0.1886 -2.5023
C 0.5087 -0.0813 -3.7914
C 1.7922 0.3914 -3.9894
C 2.5360 0.7630 -2.8798
C 3.8724 1.2963 -2.9544
N 4.5597 1.5080 -4.0597
H 5.6466 2.2935 0.6556
H 4.4145 2.0309 2.8347
H 2.1193 1.2098 2.8083
H -0.9748 -0.5643 -2.3271
H -0.1149 -0.3650 -4.6271
H 2.2219 0.4860 -4.9773
C 3.1206 -3.6419 0.7115
As 1.8296 -2.2236 1.2146
C 2.7372 -1.9041 2.9336
C 0.4266 -3.4615 1.8447
H 3.2270 -4.3473 1.5347
H 4.0882 -3.1823 0.5094
H 2.8161 -4.1780 -0.1846
H 2.8806 -2.8496 3.4553
H 2.1587 -1.2386 3.5697
H 3.7180 -1.4610 2.7527
H 0.6720 -3.8576 2.8296
H 0.3182 -4.2947 1.1508
H -0.5175 -2.9224 1.8992
C 0.7483 4.2993 -0.5335
N -0.5301 4.5124 -1.1879
C -1.0478 5.8689 -1.2522
C -2.5500 5.8491 -1.4695
C -2.8524 4.9516 -2.6563
N -2.3173 3.6269 -2.4069
C -2.9430 2.5210 -3.0995
C -1.1708 3.4203 -1.6913
O -0.7174 2.2862 -1.4951
H 1.3181 5.2267 -0.5533
H 1.3015 3.5286 -1.0683
H 0.6226 3.9717 0.5035
H -0.5617 6.4217 -2.0654
H -0.8098 6.3753 -0.3143
H -2.9171 6.8587 -1.6498
H -3.0474 5.4530 -0.5816
H -2.4260 5.3814 -3.5719
H -3.9303 4.8617 -2.8026
H -2.8464 2.6327 -4.1840
H -4.0051 2.4707 -2.8484
H -2.4511 1.6076 -2.7821
N -0.5784 -4.9270 -2.3929
C 0.6721 -4.2983 -2.8210
C 0.9832 -3.0981 -1.9245
O 2.0350 -2.5183 -1.9299
O -0.0453 -2.7397 -1.1420
H -1.1069 -5.2959 -3.1713
H -0.7613 -3.3875 -1.3498
H -0.3988 -5.6924 -1.7547
H 0.5732 -3.9038 -3.8336
H 1.5388 -4.9617 -2.8207
*
```

Values from the calculation:
Gap between HOMO and LUMO (alpha / beta) = 0.2274 / 0.2568 Eh
E_tot = -5712.54668 Ha

Results of the Mulliken charge analysis, in e, for atoms 1 through 5: number 1, Ti, carries -1.941; number 2, C, carries -1.777; number 3, C, carries 0.586; number 4, O, carries 0.563; number 5, C, carries -1.250

Record 6
A gas-phase ion, C5H8NO3 (charge +1) in a non-equilibrium geometry, computed with the ωB97M-V functional and the def2-TZVPD basis.

Geometry as ORCA input:
```
! wB97M-V def2-TZVPD RIJCOSX def2/J DEFGRID3
* xyz 1 1
C -2.3599 0.1501 -0.3602
C -1.5729 -0.8748 0.4175
O -0.1212 -0.8346 0.0960
C 0.4817 0.2540 -0.1901
O 0.1567 1.3034 -0.6321
C 2.0829 0.0745 -0.0564
C 2.9360 1.2068 -0.3964
N 2.5667 -1.1815 0.2820
O 2.6257 -2.3006 0.4982
H -2.4052 -0.0734 -1.4445
H -3.2392 0.2009 0.1519
H -1.7543 1.0034 -0.2281
H -1.7426 -1.9407 -0.0201
H -1.6528 -0.5898 1.4440
H 3.2610 1.1911 -1.4175
H 3.9107 1.2623 0.2068
H 2.4550 2.1419 -0.1466
*
```

Values from the calculation:
SMILES string = CCOC(=O)C(C)=[N+]=O
Gap between HOMO and LUMO (alpha / beta) = 0.2914 / 0.2915 Eh
E_tot = -475.34375 Ha

Results of the Mulliken charge analysis, in e, for atoms 1 through 5: number 1, C, carries -1.054; number 2, C, carries -0.220; number 3, O, carries -0.303; number 4, C, carries 0.775; number 5, O, carries -0.476